Entry 1:
{"formula": "C4H9N3", "method": "ωB97M-V with the def2-TZVPD basis set", "symbols": ["C", "C", "C", "C", "N", "N", "N", "H", "H", "H", "H", "H", "H", "H", "H", "H"], "xyz": [[-2.4174, 0.3283, -0.2073], [0.5234, -0.6723, 1.3243], [0.7644, 0.8951, -0.6447], [0.4407, -0.3875, -0.0735], [-2.4836, -0.6871, 0.2601], [0.1615, 1.9803, -0.0044], [0.5166, -1.6140, -0.8683], [0.5348, 0.3227, 1.9380], [-0.3449, -1.3089, 1.8845], [1.4283, -1.3101, 1.5748], [1.9547, 1.0662, -0.5095], [0.7193, 0.9976, -1.7114], [0.6713, 2.8361, -0.3015], [-2.6362, 1.2920, -0.5948], [0.0252, -2.2796, -0.2908], [0.1418, -1.4587, -1.7756]], "gap_ev": [10.02, 5.87], "homo_energy_ev": [-9.388, -6.390]}


Entry 2:
{"formula": "C4H9N3", "method": "ωB97M-V with the def2-TZVPD basis set", "symbols": ["C", "N", "C", "C", "N", "C", "N", "H", "H", "H", "H", "H", "H", "H", "H", "H"], "xyz": [[-0.2869, 1.8383, 0.3380], [0.3215, 0.5172, -0.2453], [1.1576, -0.0621, 0.8442], [0.9138, -1.4541, 0.6098], [-0.1251, -1.9390, -0.0730], [-0.6161, -0.5438, -0.5694], [-1.0439, -0.6356, -1.8997], [-0.7973, 2.4648, -0.5772], [-1.3165, 1.6454, 1.0877], [0.5797, 2.4865, 0.8389], [2.1131, 0.7450, 1.1692], [0.5816, 0.1431, 1.9026], [1.6173, -2.3024, 1.0482], [-1.5908, -0.3716, -0.0191], [-1.3864, -1.6321, -2.0477], [-0.1214, -0.8996, -2.4072]], "gap_ev": 10.01, "smiles": "CN1CC=N[C@@H]1N", "homo_energy_ev": -9.129}


Entry 3:
{"formula": "C4H9N3", "method": "ωB97M-V with the def2-TZVPD basis set", "symbols": ["H", "N", "C", "N", "C", "N", "H", "H", "C", "C", "H", "H", "H", "H", "H", "H"], "xyz": [[-0.5692, 0.0969, 2.7098], [-0.4662, 0.7743, 1.9657], [0.6113, 0.6920, 1.3043], [1.6852, -0.1271, 1.5097], [0.8333, 1.7234, 0.2552], [1.2368, 2.5574, -0.4262], [1.6536, -0.7904, 2.2670], [2.5452, 0.0157, 1.0131], [-1.0075, -0.0077, -1.7663], [-0.8981, -1.2519, -0.9168], [-0.2214, 0.0416, -2.5151], [-0.8390, 0.8839, -1.1032], [-1.9775, 0.0571, -2.2512], [-1.7461, -1.3486, -0.2444], [-0.8326, -2.1481, -1.5329], [-0.0079, -1.1684, -0.2687]], "gap_ev": 10.94, "smiles": "[H]/N=C(\\N)C#N.CC", "homo_energy_ev": -10.268}


Entry 4:
{"formula": "C4H9N3", "method": "ωB97M-V with the def2-TZVPD basis set", "symbols": ["C", "N", "C", "C", "N", "C", "N", "H", "H", "H", "H", "H", "H", "H", "H", "H"], "xyz": [[0.6170, 1.0577, 1.1502], [-0.0826, 0.1505, 0.1853], [-0.9384, -0.7324, 0.9987], [0.7019, -0.8090, -0.5651], [0.4903, -0.6351, -1.8303], [-0.4012, 0.4677, -1.8298], [-0.7333, 0.8998, -0.6996], [0.0058, 1.7511, 1.6203], [1.1631, 0.4715, 1.7966], [1.2091, 1.7390, 0.5598], [-1.6140, 0.0511, 1.5816], [-1.6342, -1.5071, 0.6283], [-0.3896, -1.1793, 1.8097], [1.5004, -1.3982, 0.0393], [0.8628, -1.0559, -2.6141], [-0.7571, 0.7287, -2.8308]], "charge": 2, "gap_ev": 10.84, "smiles": "C[N+]1(C)C=[NH+]C=N1", "homo_energy_ev": -22.360}


Entry 5:
{"formula": "C4H9N3", "method": "ωB97M-V with the def2-TZVPD basis set", "symbols": ["C", "C", "C", "C", "N", "N", "N", "H", "H", "H", "H", "H", "H", "H", "H", "H"], "xyz": [[1.2632, -0.7246, -0.2778], [-0.6850, 0.5628, -0.2317], [1.3605, 1.3987, -1.3388], [-0.5020, -1.1005, 1.7213], [-0.1834, -1.5495, 0.4698], [0.6883, 0.3183, -0.5772], [-1.2028, -0.6257, 0.4381], [-0.7671, 1.4284, 0.4935], [-1.2598, 0.7916, -1.0788], [1.2346, 2.2881, -0.7417], [2.3910, 1.0834, -1.4016], [0.9305, 1.3970, -2.2921], [-0.2303, -2.5469, 0.1834], [0.1760, -0.3913, 2.2427], [-1.0774, -1.6745, 2.4412], [-2.1365, -0.6553, -0.0502]], "charge": 2, "gap_ev": 11.58, "homo_energy_ev": -20.249}


Entry 6:
{"formula": "C4H9N3O", "method": "ωB97M-V with the def2-TZVPD basis set", "symbols": ["C", "C", "C", "C", "H", "H", "H", "H", "H", "H", "H", "H", "H", "N", "N", "N", "O"], "xyz": [[-1.0589, -1.1066, 1.3049], [-1.4351, -0.9246, -0.2031], [0.0761, 2.0922, -0.9112], [1.2623, 0.3159, 0.2669], [0.1602, -1.2661, 1.2943], [-1.5406, -0.2381, 2.0615], [-1.4623, -2.2229, 1.9739], [-2.2621, -1.4554, -0.5533], [0.8943, 2.5912, -0.4599], [-0.9396, 2.6209, -0.4092], [0.3871, 2.3217, -2.0682], [1.3679, 1.0568, 1.0394], [1.8510, -2.2343, -0.9539], [-0.8606, -0.1408, -1.1344], [0.0796, 0.7154, -0.3672], [2.1119, -0.6325, 0.0271], [1.3690, -1.4929, -0.9075]], "gap_ev": 9.39, "homo_energy_ev": -8.536}


Entry 7:
{"formula": "C4H9N3O", "method": "ωB97M-V with the def2-TZVPD basis set", "symbols": ["C", "N", "O", "C", "C", "N", "N", "C", "H", "H", "H", "H", "H", "H", "H", "H", "H"], "xyz": [[2.8434, -1.3319, 0.0578], [1.6917, -0.8766, 0.1002], [1.7430, 0.4627, -0.3137], [0.3427, 0.8711, -0.2163], [0.3675, 2.3600, 0.0510], [-0.7622, 0.3661, -0.2214], [-1.2574, -0.7605, -0.4376], [-2.6088, -0.9222, 0.0870], [2.9194, -2.5111, 0.1340], [3.7453, -0.9255, -0.4226], [0.3427, 2.5867, 1.3616], [0.9527, 2.9872, -0.6606], [-0.9207, 2.4428, -0.0337], [-0.5439, -1.6481, -0.2430], [-3.1449, -1.8655, -0.3471], [-3.3531, -0.2422, -0.2031], [-2.3573, -0.9931, 1.3075]], "gap_ev": 8.93, "smiles": "C=NO/C(C)=N\\NC", "homo_energy_ev": -7.991}


Entry 8:
{"formula": "C4H9N3O", "method": "ωB97M-V with the def2-TZVPD basis set", "symbols": ["H", "N", "C", "N", "C", "N", "C", "C", "O", "H", "H", "H", "H", "H", "H", "H", "H"], "xyz": [[0.9475, 3.1207, -0.2058], [0.7871, 2.0832, -0.3319], [1.5729, 1.1696, 0.0889], [1.1566, -0.2420, 0.4030], [2.1759, -1.3040, 0.0623], [0.0218, -0.6493, -0.4433], [-1.1052, 0.0257, -0.1487], [-2.6473, -0.3839, -0.5624], [-3.1754, 0.2456, 0.7012], [2.6657, 1.1029, 0.8337], [3.2621, -0.9751, 0.6049], [2.0733, -1.7425, -1.0285], [2.0422, -2.5467, 0.4662], [-1.0974, 1.0964, 0.1437], [-3.0696, -1.4938, -0.8332], [-2.9398, 0.6214, -1.2729], [-2.6705, -0.1280, 1.5229]], "gap_ev": 9.81, "smiles": "[H]/N=C/N(C)/N=C/CO", "homo_energy_ev": -9.173}


Entry 9:
{"formula": "C4H9N3O", "method": "ωB97M-V with the def2-TZVPD basis set", "symbols": ["C", "C", "C", "N", "N", "C", "N", "O", "H", "H", "H", "H", "H", "H", "H", "H", "H"], "xyz": [[-0.3749, 2.8729, -0.8021], [0.0225, 2.1057, 0.2317], [0.2239, 0.6399, -0.0015], [0.8190, 0.0290, 0.9889], [0.9174, -1.3728, 0.7629], [-0.3369, -2.1995, 1.0073], [-0.4834, -0.0734, -0.9987], [0.4080, -0.8259, -1.8018], [-0.6257, 3.8735, -0.6646], [-0.4305, 2.4945, -1.8088], [0.2030, 2.4635, 1.2234], [1.5254, -1.7028, 1.4647], [-1.2681, -1.7350, 0.6761], [-0.1933, -3.1708, 0.4607], [-0.3969, -2.5796, 2.0452], [-0.8394, 0.5302, -1.7071], [0.8298, -1.3494, -1.0762]], "gap_ev": 9.18, "smiles": "C=C/C(=N/NC)NO", "homo_energy_ev": -8.605}


Entry 10:
{"formula": "C4H9N3O", "method": "ωB97M-V with the def2-TZVPD basis set", "symbols": ["C", "C", "C", "C", "H", "H", "H", "H", "H", "H", "H", "H", "H", "N", "N", "N", "O"], "xyz": [[1.8373, -1.5506, -0.2511], [-0.4465, -1.7015, -1.0486], [-0.2766, 0.7775, 0.3509], [-1.3491, 2.8316, 1.3047], [1.1626, -3.0065, -0.2440], [1.7768, -0.8995, 0.9371], [3.0338, -1.4128, -0.5860], [0.1682, -2.7588, -1.0215], [-1.0765, -1.6026, -0.0744], [-1.1964, -1.4479, -1.9860], [-0.6715, 0.0927, 0.9744], [0.1521, 2.5986, -0.3180], [-1.7127, 3.9537, 1.0419], [0.7402, -0.7599, -1.0921], [0.3436, 0.6013, -0.6417], [-0.6157, 2.0581, 0.3915], [-1.8696, 2.2265, 2.2630]], "gap_ev": 9.22, "homo_energy_ev": -8.759}


Entry 11:
{"formula": "C4H9N3O2", "method": "ωB97M-V with the def2-TZVPD basis set", "symbols": ["C", "C", "O", "N", "C", "N", "C", "N", "O", "H", "H", "H", "H", "H", "H", "H", "H", "H"], "xyz": [[0.7085, -2.0424, 1.3936], [-0.0297, -1.2015, 0.6751], [-1.2382, -1.5316, 0.1825], [0.3577, 0.1286, 0.3295], [1.7032, 0.6093, 0.5592], [-0.6213, 1.0728, 0.2094], [-1.4848, 1.1641, -1.0237], [-0.8350, 0.8241, -2.1669], [-2.4796, 1.8521, -0.9834], [1.6315, -1.7622, 1.8424], [0.3487, -3.0396, 1.5621], [-1.6603, -0.7184, -0.2893], [2.4058, -0.0624, 0.0725], [1.9317, 0.6540, 1.6279], [1.7934, 1.6098, 0.1372], [-1.1656, 1.2879, 1.0418], [-0.0563, 0.1893, -2.1237], [-1.3097, 0.9662, -3.0462]], "gap_ev": 9.01, "smiles": "C=C(O)N(C)NC(N)=O", "homo_energy_ev": -8.421}


Entry 12:
{"formula": "C4H9N3O3Pt", "method": "ωB97M-V with the def2-TZVPD basis set", "symbols": ["Pt", "N", "C", "C", "O", "N", "C", "C", "O", "O", "H", "H", "H", "H", "H", "H", "N", "H", "H", "H"], "xyz": [[0.2989, 0.6312, 0.7517], [0.1724, 1.6377, -1.5879], [-0.4626, 0.5380, -2.3179], [-0.2609, -0.8521, -1.7117], [-0.5267, -1.8318, -2.3740], [0.1811, -0.8923, -0.4067], [0.2731, -2.1747, 0.2775], [-0.1635, -2.0666, 1.7655], [-0.4762, -3.0889, 2.3424], [-0.0807, -0.8856, 2.3025], [-0.3329, 2.5035, -1.7131], [1.1258, 1.7841, -1.8922], [-0.1473, 0.4707, -3.3599], [-1.5420, 0.6958, -2.3219], [1.3218, -2.4874, 0.2896], [-0.2994, -2.9389, -0.2401], [0.2364, 2.0802, 2.3283], [0.0118, 1.5378, 3.1596], [-0.4607, 2.8081, 2.2232], [1.1317, 2.5310, 2.4851]], "multiplicity": 3, "gap_ev": [6.68, 6.79], "homo_energy_ev": [-7.078, -8.730], "s2": 2.0122}